Formula: C3H9NO2
Source: the Open Molecules 2025 dataset
Level of theory: wB97M-V/def2-TZVPD

Properties
ΔE to the lowest compared entry with this formula, charge and spin = 32.2 kcal/mol
Spin multiplicity = 1
Largest force on an atom = 0.0279 Eh/bohr
SMILES = NC=O.CCO
LUMO energy = 0.8 eV
Calculated total energy = -8841.5595 eV

Structure (XYZ):
```
15
Properties=species:S:1:pos:R:3:forces:R:3
N -0.682677 -2.752533 1.775616 0.3 -0.3 -0.1
C -1.726452 -1.910772 1.940525 -0.3 0.9 -0.8
O -2.385852 -1.535929 0.989536 -0.1 -0.2 0.1
H -0.452179 -2.953659 0.815459 -0.1 -0.1 0.0
H -0.029277 -3.082360 2.461762 -0.3 0.3 0.4
H -1.951100 -1.461232 2.916622 0.4 -0.6 0.4
C 0.523334 2.607830 -2.057077 -0.8 1.2 -0.1
C 1.892306 2.091076 -1.662050 0.3 -0.6 -0.6
O 1.909196 0.994229 -0.759597 -0.1 0.3 0.4
H -0.385260 2.025639 -1.888417 0.6 -0.6 0.5
H 0.324511 3.568072 -1.568345 0.0 -0.1 0.0
H 0.445517 2.803924 -3.125443 0.4 0.1 -0.2
H 2.557993 2.903575 -1.350043 -0.3 0.1 0.4
H 2.398853 1.712980 -2.541177 0.0 -0.3 -0.3
H 1.536716 1.280073 0.083424 0.0 0.0 -0.1
```
Positions in Å, forces in eV/Å.

Formula: C3H9NO2
Source: the Open Molecules 2025 dataset
Level of theory: wB97M-V/def2-TZVPD

Properties
ΔE to the lowest compared entry with this formula, charge and spin = 60.8 kcal/mol
Spin multiplicity = 1
Largest force on an atom = 0.0555 Eh/bohr
SMILES = C=CO.NCO
LUMO energy = 0.7 eV
Calculated total energy = -8840.3182 eV

Structure (XYZ):
```
15
Properties=species:S:1:pos:R:3:forces:R:3
C 0.257535 2.242538 1.201579 0.6 0.3 0.0
C 0.861332 1.065648 1.224047 0.1 -0.4 2.6
O 0.313893 -0.014288 1.973749 -0.1 0.3 -2.8
H 0.918690 3.107022 1.208667 -0.4 0.1 -1.0
H -0.800424 2.359760 1.384047 0.0 0.0 0.4
H 1.930387 0.953504 1.036676 -0.1 0.0 -0.1
H -0.116819 -0.549406 1.263259 -0.1 -0.2 1.1
N -0.003463 -0.377094 -1.877749 -0.5 -0.6 -0.2
C -0.233845 -1.571380 -1.127046 1.0 0.4 0.2
O -1.118161 -1.434253 0.013960 0.0 -0.3 -0.9
H -0.881363 0.047843 -2.140798 0.2 0.4 -0.1
H 0.634041 0.266501 -1.438560 -0.3 0.2 0.2
H -0.564032 -2.367493 -1.801580 -0.2 0.1 0.3
H 0.727589 -1.834818 -0.690672 0.1 -0.4 -0.1
H -1.925361 -1.894083 -0.229577 -0.2 0.1 0.4
```
Positions in Å, forces in eV/Å.

Formula: C3H9NO2
Source: the Open Molecules 2025 dataset
Level of theory: wB97M-V/def2-TZVPD

Properties
ΔE to the lowest compared entry with this formula, charge and spin = 46.3 kcal/mol
Spin multiplicity = 1
Largest force on an atom = 0.0307 Eh/bohr
SMILES = CC=O.NCO
LUMO energy = 1.0 eV
Calculated total energy = -8840.9474 eV

Structure (XYZ):
```
15
Properties=species:S:1:pos:R:3:forces:R:3
C 1.043509 -2.601692 -0.333898 0.2 -0.5 0.3
C -0.318330 -2.061142 -0.006386 0.6 0.9 -1.1
O -0.689363 -1.137225 -0.694215 -0.9 -0.3 0.4
H 1.065340 -3.050843 -1.328604 -0.2 0.1 0.0
H 1.446739 -3.349617 0.351195 -0.1 0.2 0.2
H 1.651429 -1.697274 -0.373647 0.3 -0.2 0.1
H -0.914656 -2.389312 0.850043 -0.1 -0.3 0.2
N 0.140724 1.263141 0.843795 0.0 0.0 -1.3
C -0.416615 2.018333 -0.266433 1.0 -0.8 0.2
O -0.694423 3.342693 0.131280 0.2 0.2 0.5
H 0.690166 1.848189 1.444583 -0.1 0.0 0.4
H -0.523831 0.642768 1.271597 0.0 0.3 0.4
H 0.336900 2.103235 -1.068245 -0.3 -0.3 0.2
H -1.280852 1.454262 -0.625871 0.0 0.3 -0.1
H -1.536733 3.614481 -0.195197 -0.8 0.3 -0.3
```
Positions in Å, forces in eV/Å.

Formula: C3H9NO2
Source: the Open Molecules 2025 dataset
Level of theory: wB97M-V/def2-TZVPD

Properties
ΔE to the lowest compared entry with this formula, charge and spin = 38.5 kcal/mol
Spin multiplicity = 1
Largest force on an atom = 0.0569 Eh/bohr
SMILES = CCC(N)=O.O
LUMO energy = 0.9 eV
Calculated total energy = -8841.2849 eV

Structure (XYZ):
```
15
Properties=species:S:1:pos:R:3:forces:R:3
C 2.513486 0.152407 -0.025948 -2.7 0.6 0.8
C 1.403270 -0.369319 0.986434 0.7 2.4 1.1
C 0.010494 -0.743448 0.588440 -1.7 -1.2 -1.4
N -0.079049 -1.828762 -0.322475 -0.1 2.2 -0.1
O -1.057191 -0.147274 0.803036 2.8 -0.1 0.2
H 3.199274 0.646888 0.654922 0.3 0.1 -0.3
H 1.944201 0.929402 -0.602809 1.2 -0.8 -0.2
H 3.011520 -0.625446 -0.568208 0.0 -0.2 -0.6
H 1.977070 -1.003152 1.672142 -0.9 -0.4 0.1
H 1.131424 0.574397 1.503283 0.6 -0.5 0.5
H 0.116576 -2.737541 0.026557 0.0 -0.7 0.0
H -0.958247 -1.593681 -0.771637 -0.2 -1.5 0.0
O -4.260422 2.224727 -0.921547 -0.3 -0.1 -0.7
H -4.442768 1.533095 -1.570526 0.2 -0.3 0.4
H -4.509638 2.987708 -1.451664 0.1 0.4 0.3
```
Positions in Å, forces in eV/Å.

Formula: C3H9NO2
Source: the Open Molecules 2025 dataset
Level of theory: wB97M-V/def2-TZVPD

Properties
ΔE to the lowest compared entry with this formula, charge and spin = 18.5 kcal/mol
Spin multiplicity = 1
Largest force on an atom = 0.0113 Eh/bohr
SMILES = O=CO.CNC
LUMO energy = 0.9 eV
Calculated total energy = -8842.1547 eV

Structure (XYZ):
```
15
Properties=species:S:1:pos:R:3:forces:R:3
O 0.413669 1.930213 0.100346 -0.5 0.2 -0.2
C 1.126313 1.365153 0.888132 0.4 0.2 -0.1
O 1.280452 0.069146 0.990087 0.1 -0.4 0.4
H 1.779023 1.919061 1.585879 -0.1 -0.2 0.0
H 0.599448 -0.476727 0.445617 0.2 0.1 0.0
C -1.785081 -0.967492 0.249585 0.4 0.0 0.1
N -0.500641 -1.362397 -0.343319 -0.4 0.0 0.0
C -0.369189 -0.876541 -1.715458 0.2 0.0 0.0
H -1.799994 -1.282960 1.290057 -0.1 -0.1 0.0
H -1.851790 0.113416 0.227416 0.0 0.2 0.0
H -2.634340 -1.387013 -0.286361 -0.2 -0.1 -0.1
H -0.446511 -2.374748 -0.331049 0.2 0.1 0.0
H -1.240757 -1.108738 -2.330284 -0.1 0.0 -0.1
H 0.518240 -1.315582 -2.164289 0.0 0.0 -0.1
H -0.225588 0.201637 -1.680294 -0.1 0.1 -0.1
```
Positions in Å, forces in eV/Å.

Formula: C3H9NO2
Source: the Open Molecules 2025 dataset
Level of theory: wB97M-V/def2-TZVPD

Properties
ΔE to the lowest compared entry with this formula, charge and spin = 16.1 kcal/mol
Spin multiplicity = 1
Largest force on an atom = 0.0500 Eh/bohr
LUMO energy = 0.6 eV
Calculated total energy = -8842.2590 eV

Structure (XYZ):
```
15
Properties=species:S:1:pos:R:3:forces:R:3
C -0.821228 0.872258 2.008589 -0.2 0.5 -0.2
N -1.002782 1.775464 0.846953 -0.6 1.0 0.0
H -1.281201 1.298357 2.882497 0.0 0.2 0.5
H -1.281319 -0.070917 1.773817 0.0 -0.4 -0.1
H 0.242640 0.714641 2.161606 0.0 -0.1 0.0
H -0.469876 2.650960 0.975529 -0.4 -0.6 -0.1
H -1.998153 2.054248 0.705608 1.1 -0.5 0.2
H -0.445778 1.101014 -0.163648 0.8 -0.7 -0.5
O 0.031980 -1.400190 0.273375 0.5 1.5 -2.0
C 0.443618 -0.755804 -0.727623 -0.3 -1.2 1.9
O 0.253955 0.530206 -0.928270 -0.4 -0.4 0.1
C 1.291115 -1.488557 -1.768403 0.1 0.7 -0.2
H 1.970833 -0.775546 -2.261857 -0.2 -0.3 0.1
H 1.868014 -2.287402 -1.295350 -0.2 0.2 0.0
H 0.645799 -1.921107 -2.543089 0.1 0.1 0.2
```
Positions in Å, forces in eV/Å.

Formula: C3H9NO2
Source: the Open Molecules 2025 dataset
Level of theory: wB97M-V/def2-TZVPD

Properties
ΔE to the lowest compared entry with this formula, charge and spin = 29.1 kcal/mol
Spin multiplicity = 1
Largest force on an atom = 0.0332 Eh/bohr
SMILES = CN(C)C=O.O
LUMO energy = 0.8 eV
Calculated total energy = -8841.6929 eV

Structure (XYZ):
```
15
Properties=species:S:1:pos:R:3:forces:R:3
C 1.032236 0.318199 -1.195063 -1.5 -0.7 0.5
N 0.656525 0.299737 0.220363 -0.1 0.3 0.3
C -0.178075 1.414357 0.676597 1.0 0.3 0.1
C 0.684935 -0.824454 0.988460 0.0 1.0 -0.9
O 0.766791 -1.938227 0.521761 0.4 -0.6 0.5
H 1.284258 -0.689250 -1.515918 0.5 0.1 0.1
H 0.108366 0.534849 -1.744297 0.4 0.4 -0.3
H 1.803509 1.068701 -1.331531 0.1 -0.1 -0.3
H -0.015087 2.233272 -0.021259 -0.2 0.0 0.0
H -1.237934 1.166448 0.733194 0.0 0.0 -0.1
H 0.177627 1.791225 1.638932 -0.2 -0.2 0.1
H 0.619756 -0.541365 2.052693 -0.2 -0.5 0.1
O -2.037631 -1.348222 -0.653740 0.2 -0.6 1.0
H -2.438875 -2.139496 -0.253831 -0.3 0.3 -0.5
H -1.226400 -1.345774 -0.116361 0.0 0.2 -0.6
```
Positions in Å, forces in eV/Å.

Formula: C3H9NO2
Source: the Open Molecules 2025 dataset
Level of theory: wB97M-V/def2-TZVPD

Properties
ΔE to the lowest compared entry with this formula, charge and spin = 136.5 kcal/mol
Spin multiplicity = 1
Largest force on an atom = 0.3105 Eh/bohr
SMILES = NC(CO)CO
LUMO energy = 0.5 eV
Calculated total energy = -8837.0347 eV

Structure (XYZ):
```
15
Properties=species:S:1:pos:R:3:forces:R:3
N -0.346798 1.447970 -0.553749 -1.2 4.5 0.6
C -0.046057 0.376115 0.320854 0.8 0.1 3.8
C -0.820282 -0.825129 -0.048269 2.2 -2.5 -1.8
O -2.182387 -0.486807 0.097582 -1.8 -5.5 -3.8
C 1.510562 0.168647 0.423240 -1.0 -3.2 3.1
O 1.873127 -0.922969 -0.455815 4.3 -3.3 14.9
H -1.411893 1.389433 -0.816393 2.7 0.7 1.0
H -0.071373 2.522879 0.022414 -1.6 -4.3 -2.5
H -0.444843 0.510292 1.421315 0.7 0.3 -1.6
H -0.581461 -1.688054 0.676987 0.0 1.1 -1.3
H -0.414488 -1.195346 -1.254280 -1.7 1.0 3.3
H -2.544324 -1.468565 -0.476243 0.7 4.8 2.8
H 1.834690 -0.281371 1.574527 -1.0 1.6 -3.3
H 1.966062 1.133111 0.255193 0.6 0.0 -0.3
H 1.679459 -0.680207 -1.187368 -3.7 4.6 -14.9
```
Positions in Å, forces in eV/Å.